Record 1
Molecular formula: C2H4ClIN2
Method: DFT, the ωB97M-V functional and the def2-TZVPD basis

Net charge   0
E_HOMO (spin up / spin down)   -9.4 / -7.6 eV
Gap between HOMO and LUMO (spin up / spin down)   9.079 / 7.268 eV
Total energy   -945.76483 hartree
F_max   5.14 eV/Å

```
10
Properties=species:S:1:pos:R:3:forces:R:3
H -1.550615 0.229111 0.903388 0.0 -0.3 -0.3
H -1.550252 -0.370931 -1.527253 -1.3 -1.8 -0.4
H 0.984754 -1.466942 -1.034909 2.6 -1.3 -2.4
C 0.552093 -0.189378 0.506760 0.6 1.8 0.2
Cl -1.090821 2.305747 0.104906 0.6 -0.3 0.0
N -0.692491 -0.127729 -1.122963 2.6 1.7 1.7
N 0.314797 -1.062849 -0.508047 -4.8 1.5 1.2
I 1.245440 -0.799536 2.340534 -0.1 -0.2 0.5
H 2.564457 0.925022 0.136374 -0.9 -0.2 -0.1
C -0.777363 0.557482 0.201210 0.6 -0.9 -0.5
```
Positions in Å, forces in eV/Å.

Record 2
Molecular formula: C4H11NOS
Method: DFT, the ωB97M-V functional and the def2-TZVPD basis

Net charge   0
E_HOMO   -9.6 eV
Gap between HOMO and LUMO   10.191 eV
SMILES   CC[C@H](C)[S@H](=N)=O
Total energy   -687.08489 hartree
F_max   3.31 eV/Å

```
18
Properties=species:S:1:pos:R:3:forces:R:3
H -1.937570 0.672271 -0.162095 -1.1 -1.4 1.1
C 0.454938 0.266506 0.312394 0.5 -2.5 -2.1
C -0.617187 -0.878750 0.186358 0.9 0.7 0.2
C 0.384718 1.359092 -0.767416 2.7 0.5 0.8
N 3.074499 0.618717 0.532818 0.0 0.6 0.8
H 2.150791 -1.513921 1.244425 -0.2 0.9 -1.5
C -2.023232 -0.321561 0.424811 0.3 1.1 -1.3
H 3.972285 0.605287 0.089559 0.5 -0.2 -0.1
H -0.344068 -1.727638 0.835253 -0.2 0.2 -0.2
H 0.550145 0.746024 1.217235 -0.2 0.7 2.4
H 0.245085 2.287969 -0.202473 -0.4 0.0 -0.5
H 1.454231 1.511796 -1.204428 -2.0 -0.4 0.3
O 2.324735 -1.109682 -1.122819 -0.1 -1.5 -1.0
H -0.499719 -1.169183 -0.853052 -0.2 -0.5 -0.1
H -0.374763 1.196891 -1.502819 -0.2 -0.1 -0.5
H -2.876051 -0.944355 0.044114 1.0 0.5 0.2
H -2.184429 -0.129281 1.481825 -0.1 0.2 0.0
S 2.166376 -0.512718 0.161667 -1.2 0.9 1.5
```
Positions in Å, forces in eV/Å.

Record 3
Molecular formula: CH3BrClN
Method: DFT, the ωB97M-V functional and the def2-TZVPD basis

Net charge   0
E_HOMO   -10.1 eV
Gap between HOMO and LUMO   10.775 eV
SMILES   [H]/N=C\Br.Cl
Total energy   -3128.83562 hartree
F_max   3.44 eV/Å

```
7
Properties=species:S:1:pos:R:3:forces:R:3
H -2.638140 2.191261 0.565998 0.4 -0.8 -1.0
H -0.477024 -1.238878 -0.574903 -2.0 1.5 -1.1
Cl -2.251948 1.417110 -0.442309 -0.5 0.8 1.0
C 1.304603 -0.817441 0.184478 -0.1 1.3 -0.8
N 0.319618 -1.478196 -0.096387 2.0 -2.3 1.5
H 2.228367 -1.168752 0.608720 0.1 -0.2 0.4
Br 1.514522 1.094893 -0.245600 0.1 -0.1 0.1
```
Positions in Å, forces in eV/Å.

Record 4
Molecular formula: C23H30N5O3S6Tm
Method: DFT, the ωB97M-V functional and the def2-TZVPD basis

Net charge   +2
E_HOMO   -13.6 eV
Gap between HOMO and LUMO   8.065 eV
Multiplicity   3
Total energy   -4867.84747 hartree
F_max   2.26 eV/Å

```
68
Properties=species:S:1:pos:R:3:forces:R:3
H -5.773173 -5.086385 2.188247 -0.1 0.0 0.1
H 2.752037 -0.714422 6.106359 0.0 0.0 0.1
C -3.965319 -1.817934 1.331570 -0.5 -0.3 0.0
H 1.022152 1.046835 5.730539 -0.1 0.1 0.0
S 0.527320 2.482741 1.074020 0.0 0.5 -0.3
N -0.412341 -3.663770 -1.702664 0.0 0.1 -0.1
H 0.085707 -4.543531 -1.819281 -0.1 0.2 -0.1
S -0.542428 1.841126 -2.266694 0.3 1.0 -1.6
N 1.126678 -2.942981 -0.232144 0.3 -1.0 -0.5
H -3.766735 -4.421476 3.505869 0.0 -0.1 0.0
C 2.552458 -1.480281 4.113012 -0.2 0.1 -0.4
C -5.746776 -3.343986 0.943399 0.0 0.0 0.0
N -2.144081 -0.468694 2.052078 0.1 0.0 1.1
H 1.983432 -4.263851 2.720394 0.0 0.0 0.1
S -1.927991 -1.920335 2.785116 0.2 -0.4 0.5
N 0.995369 -0.345508 2.670733 -0.2 -0.2 0.0
O -1.485929 -1.834601 4.133018 -0.5 -0.1 0.1
H 2.843998 1.563346 -3.677300 -0.1 0.0 0.0
C -5.273913 -4.155819 1.966723 0.2 0.1 0.2
C -3.513534 -2.628935 2.369523 0.1 0.7 -0.2
C 1.919283 1.147701 -3.275687 0.1 -0.3 0.6
H -2.061875 4.541093 -1.835637 0.0 0.0 0.0
C 0.723050 2.021577 -3.623460 -0.4 -0.1 0.5
C -1.975092 2.736495 -3.039589 0.3 -0.2 0.3
C 2.511555 2.588625 -0.938615 0.0 -0.6 -0.2
C -3.022103 -0.711906 1.067278 -1.7 0.1 -0.8
C 2.256237 -0.612893 5.152854 -0.3 0.3 -0.2
O -2.886910 -0.162753 -0.039647 0.2 -0.2 0.4
H -3.639981 3.826866 -2.214175 0.1 0.1 -0.1
H -1.613149 3.320459 -3.884788 0.0 0.0 0.0
S 2.153506 0.863569 -1.473880 0.4 0.5 0.0
C 1.301186 0.367595 4.940407 0.2 -0.2 0.0
C -2.603545 3.605560 -1.964182 -0.1 -0.2 0.5
H -2.171395 4.974876 0.435268 0.0 0.0 0.1
H 1.593894 -3.855912 -0.237122 -0.1 0.4 0.0
S -1.006778 -0.072414 -2.383440 0.0 -0.6 0.4
C -4.146005 -3.801041 2.708390 0.2 -0.1 0.1
H 1.784613 0.143454 -3.673381 0.0 0.0 0.0
H 2.514505 3.789597 0.840405 0.0 -0.1 0.1
H 2.889677 -4.218394 1.210510 0.1 0.0 0.0
H -0.038231 4.059478 -0.680641 0.1 0.1 0.1
H -5.458229 -1.524594 -0.183679 0.0 0.0 -0.1
C 2.254218 2.771138 0.543668 -0.4 -0.2 0.1
C -1.728439 4.005489 0.659403 -0.2 -0.4 -0.3
H 0.236248 4.858613 0.896133 0.0 0.0 0.0
Tm -0.555680 -0.529990 0.470853 1.8 0.0 -1.3
H -6.622233 -3.646881 0.389721 -0.1 0.0 0.0
H -2.659924 1.961608 -3.382175 0.1 0.0 0.0
H 3.280408 -2.261962 4.254278 0.0 -0.1 0.0
S -2.601897 2.739753 -0.335050 -0.3 0.7 0.1
H 3.562104 2.797866 -1.148705 -0.1 0.1 0.0
O -0.981665 -2.556727 1.846099 0.2 0.1 -0.2
H 1.886815 3.252950 -1.533735 0.1 0.1 0.0
H -1.939411 3.764120 1.700897 0.0 0.1 0.0
C 1.895252 -1.331406 2.894832 0.0 0.3 0.4
H 2.844697 2.063438 1.124267 0.1 0.1 0.1
H 0.975845 3.080137 -3.683484 0.0 0.0 0.1
C -5.100039 -2.161023 0.610582 0.3 0.0 0.2
H 3.592888 -3.546779 2.666750 0.0 0.0 0.0
H -0.050158 1.218950 3.502044 0.1 -0.1 0.0
C -0.010774 -2.695696 -0.904670 0.1 0.0 0.6
N 1.411338 -2.040315 0.744196 -0.3 0.4 0.6
C 0.706784 0.464582 3.687438 0.0 0.1 0.1
C -0.238809 4.015331 0.391539 0.1 -0.5 0.2
H 0.280150 1.699573 -4.563512 -0.1 0.0 0.0
C 2.024687 -2.342955 1.830931 -0.1 0.0 -0.9
H -1.235107 -3.531654 -2.270931 0.1 0.0 0.1
C 2.663906 -3.660650 2.116969 0.0 -0.1 -0.2
```
Positions in Å, forces in eV/Å.

Record 5
Molecular formula: C3H5O4Tm
Method: DFT, the ωB97M-V functional and the def2-TZVPD basis

Net charge   +2
E_HOMO (spin up / spin down)   -18.4 / -17.8 eV
Gap between HOMO and LUMO (spin up / spin down)   7.606 / 5.693 eV
Multiplicity   3
Total energy   -1502.61050 hartree
F_max   6.08 eV/Å

```
13
Properties=species:S:1:pos:R:3:forces:R:3
H -2.221719 -1.356681 1.859588 -0.1 0.7 -0.3
C -1.703592 -0.849731 1.026652 -0.8 4.7 0.0
O 0.325845 0.763743 0.190359 -5.5 -0.6 0.8
O 2.186700 0.071082 0.952107 1.4 1.3 2.1
H 2.716404 0.564468 1.590425 0.6 -0.3 0.4
O 2.120891 0.932972 -1.059908 -1.0 1.6 0.6
Tm 0.192657 -1.475531 -1.365847 -1.1 1.5 1.8
C -0.619085 0.055543 1.545744 4.1 -1.2 2.1
O -1.387943 -1.635431 -0.003704 2.2 0.1 -2.1
H -0.881894 0.826775 2.276392 -0.3 0.4 -0.8
H -2.038379 0.379306 0.831208 -2.0 -3.2 -1.3
C 1.617174 0.909010 0.057328 1.3 -5.4 -2.5
H 0.077573 -0.561563 2.129938 1.1 0.3 -0.8
```
Positions in Å, forces in eV/Å.

Record 6
Molecular formula: C34H48As3NO6PSSbSe4W
Method: DFT, the ωB97M-V functional and the def2-TZVPD basis

Net charge   -2
E_HOMO   -2.4 eV
Gap between HOMO and LUMO   5.979 eV
Total energy   -19190.72072 hartree
F_max   3.19 eV/Å

```
100
Properties=species:S:1:pos:R:3:forces:R:3
H -3.083565 1.766043 -8.267255 0.0 0.0 0.0
C -2.667293 -0.737255 5.115782 0.0 0.0 0.0
H -2.042294 -3.604451 -1.199015 -0.1 0.0 0.0
H 3.356291 -2.082588 -0.143686 0.0 0.0 0.0
C -1.865406 -0.922360 3.818726 0.0 0.0 0.0
O -1.029872 -5.142255 -3.329789 0.0 -0.1 0.1
H 3.114034 1.196943 -1.889605 0.0 0.0 0.0
C -5.001031 3.636596 -7.831957 0.0 0.0 0.0
O -4.055032 -1.777440 -4.295820 0.1 -0.1 0.0
S -3.127958 -0.672505 -3.962203 0.1 0.1 -0.2
C -0.388268 -0.580496 4.075298 0.0 0.0 0.0
Se 0.191430 2.408723 -6.889425 -0.1 0.0 0.0
H -1.203019 -5.206091 3.041795 0.0 0.0 0.0
H -1.466053 2.692348 2.163854 0.0 0.0 0.0
H 2.430855 1.767687 5.358405 0.0 0.0 0.0
H 0.814360 -3.787299 1.005341 0.0 0.0 0.0
H -5.700671 3.217713 -8.560465 0.0 0.0 0.0
H -4.172840 4.078121 -8.388395 0.0 0.0 0.0
As -1.509414 -3.061243 1.633473 0.0 0.0 0.0
H -3.489518 0.108623 -0.313734 0.0 0.0 0.0
H -5.754931 3.197667 -5.250448 0.0 0.0 0.0
Sb 1.305470 1.079265 -5.233683 0.2 -0.2 0.1
C -4.539480 1.511690 -4.719595 0.0 0.0 0.0
C -2.903938 0.966872 0.015514 0.0 0.0 0.0
C 3.030789 1.968752 -1.132073 0.0 0.0 0.0
H -5.516490 4.435998 -7.297459 0.0 0.0 0.0
C 2.925969 4.324462 -0.643589 0.0 0.0 0.0
C 5.551536 0.656301 1.451659 0.0 0.0 0.0
O -1.686299 -1.023232 -4.559555 0.2 0.2 0.2
C -3.567476 0.615116 -5.142135 -0.1 0.0 0.1
C -0.724766 2.113105 1.609884 0.0 0.0 -0.1
C 2.807823 4.037521 0.713953 0.0 0.0 0.0
H -3.716029 -0.993413 4.947293 0.0 0.0 0.0
C -2.484591 -0.009885 2.745388 0.0 0.1 -0.1
H 0.771961 -3.416990 2.752821 0.0 0.0 0.0
H 5.959282 -2.296196 3.902562 0.0 0.0 0.0
H 3.791618 -1.896896 2.794663 0.0 0.0 0.0
C 6.921596 -0.617780 2.968937 0.0 0.0 0.0
C 3.032878 3.292943 -1.560436 0.0 0.0 0.0
O 0.243823 -3.301677 -3.120597 -0.2 -0.2 -0.6
W -0.105098 -1.290097 -3.203608 -3.0 0.0 1.2
C 1.963248 -1.217513 -1.474172 0.1 0.0 -0.1
C 1.928788 1.006102 4.761731 0.0 0.0 0.0
H 2.712245 4.837920 1.438211 0.0 0.0 0.0
H -2.822355 -5.151125 2.302777 0.0 0.0 0.0
C -2.000079 -2.412989 3.444055 0.0 0.1 -0.1
Se 0.976341 -1.427050 -5.531498 0.2 0.1 -0.2
H 0.585169 1.116768 7.501225 0.0 0.0 0.0
H -2.920327 -3.332378 -2.722901 0.1 0.1 -0.1
C 6.767235 0.443403 2.088249 0.0 0.0 0.0
H 0.179341 2.012073 2.211696 0.0 0.0 0.0
N -1.477370 -1.861069 -2.191806 1.5 0.1 -0.6
H 0.155962 -0.509620 3.129702 0.0 0.0 0.0
H -2.503316 1.453687 -0.874253 0.0 0.0 0.0
H -3.060963 -2.682143 3.511751 0.0 0.0 0.0
C 3.158324 -1.093355 -0.566959 0.0 0.0 0.0
H -3.426258 -0.452722 2.404038 0.0 0.0 0.0
H 7.599338 1.107741 1.888471 0.0 0.0 0.0
Se 3.625013 1.593624 -4.819272 0.0 0.0 0.0
O 0.808064 -1.300682 -1.004458 0.1 0.2 0.1
C -3.524043 1.677769 -7.281085 0.1 0.0 0.0
H -2.732785 0.963412 3.181468 0.0 0.0 0.0
C -5.005175 2.488370 -5.586281 0.0 0.0 0.0
H -0.452785 2.641622 0.694439 0.0 0.0 0.0
C 5.850256 -1.466090 3.214950 0.0 0.0 0.0
C 2.911826 1.671336 0.220228 0.0 0.0 0.0
C 2.790226 2.720809 1.137083 0.0 0.0 0.0
C 4.633789 -1.243607 2.587099 0.0 0.0 0.0
P 2.811932 -0.016695 0.898771 0.0 -0.1 0.0
As -1.402318 0.333758 1.099951 0.1 -0.1 0.1
H 3.114019 3.484743 -2.623693 0.0 0.0 0.0
H -0.959369 0.285367 7.273803 0.0 0.0 0.0
H 4.035135 -0.781367 -1.135200 0.0 0.0 0.0
H 5.442517 1.482301 0.759255 0.0 0.0 0.0
H -2.255013 0.032421 -6.725146 0.0 0.0 0.0
C -1.762188 -4.955064 2.137686 0.0 0.0 0.0
H -1.422710 -5.587341 1.316617 0.0 0.0 0.0
H 2.157746 1.170359 3.709710 0.0 0.0 0.0
As -0.011498 1.107402 5.031292 0.0 0.0 0.0
C -3.046940 0.702290 -6.419798 0.0 0.0 -0.1
H 0.088537 -1.379171 4.653983 0.0 0.0 0.0
C 0.446032 -3.092487 1.761397 0.0 0.0 0.0
C -1.962397 -3.196333 -2.212813 0.1 -0.2 0.1
H -2.282974 -1.382276 5.911332 0.0 0.0 0.0
H 7.871663 -0.782782 3.462479 0.0 0.0 0.0
H -3.532630 1.664570 0.572380 0.0 0.0 0.0
H 2.302569 0.020126 5.043946 0.0 0.0 0.0
H -1.474179 -3.022136 4.188256 0.0 0.0 0.0
Se -0.009795 1.168390 -2.949013 0.2 0.1 -0.1
H 0.840170 -2.104975 1.529410 0.0 0.0 0.0
C -4.505437 2.577903 -6.882011 0.0 0.0 0.0
H -4.925048 1.445587 -3.707483 0.0 0.0 0.0
H 2.678569 2.503014 2.195533 0.0 0.0 -0.1
C 0.045719 0.405323 6.874327 0.0 0.0 0.0
H 0.561717 -0.556321 6.902383 0.0 0.0 0.0
H -2.632136 0.299929 5.460106 0.0 0.0 0.0
C -0.874759 -4.008612 -2.952166 0.2 0.1 0.1
H 2.922644 5.352968 -0.984024 0.0 0.0 0.0
O 2.103403 -1.221377 -2.728131 0.1 -0.1 0.1
C 4.468925 -0.186147 1.691547 0.0 0.0 0.0
```
Positions in Å, forces in eV/Å.

Record 7
Molecular formula: C6H9Cl
Method: DFT, the ωB97M-V functional and the def2-TZVPD basis

Net charge   0
E_HOMO (spin up / spin down)   -8.8 / -9.1 eV
Gap between HOMO and LUMO (spin up / spin down)   8.158 / 9.250 eV
Total energy   -693.96276 hartree
F_max   5.41 eV/Å

```
16
Properties=species:S:1:pos:R:3:forces:R:3
H 2.417256 0.632403 1.531127 -0.2 0.5 -0.4
C -0.655403 0.620391 0.122652 0.2 0.7 -0.1
H 1.784619 -1.474544 -1.853082 -0.8 -0.5 0.9
H -3.530612 1.158346 1.386619 -0.1 -0.3 2.1
C 0.573425 0.692465 -0.317693 -2.6 3.4 -0.2
H 0.150643 -1.455601 -1.075418 -0.1 -1.0 -0.4
C -3.538490 1.102838 0.362408 0.5 -0.1 -5.4
Cl 1.205767 2.194581 -0.990724 -0.2 -0.2 -0.3
H -1.086620 -0.063259 0.801230 -0.5 -0.7 0.2
H 1.485278 -2.570317 -0.324947 -0.5 2.1 -1.2
H -3.641005 0.197347 -0.348022 0.1 1.3 2.0
C 1.213049 -1.564480 -0.875252 1.0 -2.3 -1.1
H 3.127064 -0.924206 1.128055 0.1 -0.8 -0.3
H -3.353294 2.011934 -0.272793 -0.3 -0.8 1.2
C 2.380811 -0.207207 0.849629 -0.1 0.0 0.1
C 1.467518 -0.350691 -0.123785 3.5 -1.3 2.9
```
Positions in Å, forces in eV/Å.

What is the formula in the second record? C4H11NOS